Formula: C51H50BF19N8OP
Source: OMol25
Level of theory: the ωB97M-V functional and the def2-TZVPD basis

The geometry in XYZ format:
```
131
Properties=species:S:1:pos:R:3:forces:R:3:mulliken_charge:R:1
N -0.662 -1.406 -0.451 1.2 0.7 0.7 -0.19
B 0.085 -0.186 -0.510 -1.0 0.2 0.6 0.25
O -0.138 0.819 0.397 0.8 -0.2 -1.1 -0.69
P 1.421 0.143 -1.908 0.3 -0.2 0.3 0.31
C 3.003 0.437 -0.978 -0.4 0.1 -0.8 -0.90
C 3.739 -0.865 -0.629 0.8 0.1 1.5 -0.46
C 3.025 -1.667 0.464 1.5 1.1 -1.0 0.59
F 2.671 -2.919 0.141 -1.3 -0.2 -0.4 -0.39
C 2.766 -1.204 1.688 0.0 -0.7 -1.1 0.13
F 3.520 -0.383 2.367 -0.5 0.7 -0.1 -0.11
F 1.679 -1.563 2.297 -0.3 -0.7 1.4 -0.26
C 1.468 -1.373 -2.944 1.0 0.1 0.3 -1.56
C 2.603 -1.417 -4.000 -0.2 -0.5 -1.3 -0.47
C 2.556 -2.785 -4.656 0.1 1.2 -0.6 0.13
F 3.572 -3.642 -4.492 -0.1 -0.7 1.8 -0.28
C 1.511 -3.189 -5.392 1.1 0.2 0.7 0.32
F 1.118 -2.542 -6.444 -1.7 1.1 -0.2 -0.20
F 0.814 -4.248 -5.133 -0.1 -1.6 -1.0 -0.21
C 1.086 1.687 -2.851 -0.2 -0.1 -0.2 -0.82
C -0.170 1.635 -3.765 0.6 -0.1 0.0 -1.42
C -1.378 2.343 -3.156 0.3 0.3 -0.6 1.17
F -1.228 3.659 -3.461 -0.2 0.1 -0.1 -0.36
F -1.410 2.283 -1.809 -0.1 -0.5 0.2 -0.08
C -2.750 1.925 -3.748 0.9 -0.2 -0.1 0.13
F -2.592 1.900 -5.085 0.3 -0.1 -0.2 -0.32
F -3.647 2.868 -3.492 -0.5 0.1 0.5 -0.28
C -3.253 0.503 -3.317 -1.0 0.2 -0.3 0.94
F -3.814 -0.048 -4.401 -0.3 -0.2 -0.1 -0.35
F -2.256 -0.324 -2.948 0.5 0.3 0.3 -0.28
C -4.336 0.524 -2.205 0.1 0.0 0.7 0.48
F -5.489 0.986 -2.672 -0.4 -0.1 -0.8 -0.30
F -3.984 1.369 -1.222 0.7 0.0 0.3 -0.25
C -4.615 -0.852 -1.518 -0.7 0.1 -0.2 0.47
F -3.622 -1.225 -0.722 0.8 -0.2 -0.2 -0.13
F -5.664 -0.642 -0.708 -0.5 0.3 0.0 -0.31
C -5.037 -2.022 -2.453 -0.2 -0.9 1.1 0.56
F -6.017 -1.690 -3.252 -0.3 0.6 -0.7 -0.24
F -5.506 -2.997 -1.663 0.0 -0.1 0.3 -0.20
F -4.033 -2.545 -3.125 0.6 0.2 -0.5 -0.23
H -1.279 -1.330 0.359 -0.1 -0.4 -0.2 0.21
H -0.005 -2.171 -0.280 -0.5 -0.3 -0.4 0.25
H 0.450 1.559 0.179 -0.5 0.3 0.5 0.34
H 3.614 1.127 -1.579 0.0 -0.3 0.1 0.77
H 2.718 1.012 -0.083 0.1 -0.2 -0.1 0.61
H 4.709 -0.565 -0.192 -0.1 -0.2 -0.3 0.12
H 3.981 -1.458 -1.514 -0.2 -0.1 0.3 0.38
H 0.482 -1.555 -3.388 0.2 0.2 0.1 0.75
H 1.639 -2.211 -2.246 -0.2 0.3 0.0 0.54
H 2.395 -0.669 -4.780 0.4 0.1 0.3 0.36
H 3.610 -1.299 -3.587 -0.2 0.4 -0.1 0.38
H 1.031 2.509 -2.120 0.0 -0.2 -0.1 0.44
H 1.952 1.924 -3.485 0.0 -0.3 0.3 0.74
H -0.372 0.611 -4.099 -0.2 0.2 0.2 0.42
H 0.079 2.197 -4.672 -0.2 -0.1 0.2 0.57
N -0.124 6.192 -0.203 -0.2 0.0 0.0 -0.57
C -0.725 7.008 0.665 0.2 0.0 0.0 -0.32
C -2.101 7.108 0.802 0.0 0.0 0.0 -0.26
C -2.901 6.320 -0.009 -0.1 0.0 0.0 -0.69
C -2.297 5.467 -0.919 0.0 0.0 0.0 -0.01
C -0.913 5.441 -0.973 0.2 0.1 0.2 -0.27
H -0.060 7.608 1.276 -0.1 0.0 0.0 0.38
H -2.534 7.786 1.524 0.0 0.0 0.0 0.38
H -3.980 6.370 0.066 0.0 0.0 0.0 0.40
H -2.887 4.836 -1.571 0.0 0.0 0.0 0.38
H -0.395 4.790 -1.665 0.0 0.0 0.0 0.54
N 6.207 2.301 0.649 0.0 0.0 0.0 -0.03
C 5.610 1.673 1.662 0.1 0.2 -0.2 -0.28
C 5.865 1.946 2.996 0.0 0.0 0.0 -0.85
C 6.802 2.924 3.295 0.0 0.0 0.1 -0.39
C 7.436 3.587 2.256 -0.1 -0.1 0.1 -0.76
C 7.101 3.239 0.957 0.0 0.0 -0.2 0.02
H 4.893 0.919 1.377 0.1 0.0 0.1 0.65
H 5.346 1.408 3.778 0.0 0.0 0.0 0.42
H 7.033 3.167 4.325 0.0 0.0 0.0 0.41
H 8.172 4.356 2.448 0.0 0.0 0.0 0.41
H 7.563 3.731 0.109 0.0 0.1 0.1 0.32
N 7.395 3.419 -4.053 0.2 0.0 0.1 -0.52
C 8.337 3.704 -4.953 -0.2 0.0 0.0 -0.29
C 9.669 3.920 -4.634 0.0 0.0 0.0 -0.27
C 10.046 3.839 -3.304 0.1 0.0 0.0 -0.55
C 9.083 3.547 -2.352 0.0 0.0 -0.1 -0.14
C 7.779 3.345 -2.778 -0.2 0.0 0.0 -0.06
H 7.995 3.760 -5.981 0.1 0.0 0.0 0.36
H 10.390 4.145 -5.408 0.0 0.0 0.0 0.36
H 11.077 4.002 -3.014 0.0 0.0 0.0 0.38
H 9.338 3.475 -1.303 0.0 0.0 0.0 0.34
H 6.991 3.109 -2.068 0.1 0.0 0.1 0.44
N -5.834 -4.169 3.771 0.1 0.0 -0.2 -0.50
C -6.014 -3.154 2.926 0.0 0.0 0.2 -0.47
C -5.793 -3.238 1.561 0.0 0.0 0.0 -0.36
C -5.355 -4.445 1.041 0.0 -0.1 0.0 -0.18
C -5.161 -5.514 1.902 0.0 0.1 0.0 -0.56
C -5.415 -5.324 3.252 0.0 0.0 0.2 -0.39
H -6.354 -2.229 3.379 0.0 0.0 -0.1 0.70
H -5.958 -2.381 0.924 0.0 0.0 0.0 0.48
H -5.168 -4.553 -0.018 0.0 0.0 0.0 0.46
H -4.819 -6.473 1.536 0.0 0.0 0.0 0.43
H -5.281 -6.131 3.964 0.0 0.0 -0.1 0.37
N -10.478 -4.208 3.918 -0.1 0.0 -0.2 -0.52
C -11.723 -4.245 3.441 0.1 0.0 0.2 -0.30
C -12.030 -4.311 2.090 0.0 0.0 0.0 -0.30
C -10.985 -4.336 1.181 0.0 0.0 -0.1 -0.54
C -9.684 -4.297 1.655 -0.1 0.0 0.0 -0.09
C -9.487 -4.235 3.026 0.0 0.0 0.2 -0.28
H -12.508 -4.220 4.189 0.0 0.0 -0.1 0.36
H -13.060 -4.341 1.761 0.0 0.0 0.0 0.37
H -11.183 -4.386 0.117 0.0 0.0 0.0 0.37
H -8.840 -4.315 0.978 0.0 0.0 0.0 0.39
H -8.487 -4.207 3.444 0.0 0.0 -0.1 0.54
N 6.605 -1.676 1.277 0.4 -0.2 0.1 -0.03
C 6.570 -2.863 1.894 -0.3 0.2 -0.1 -0.02
C 7.686 -3.525 2.376 -0.1 0.0 0.0 -0.79
C 8.923 -2.931 2.212 0.2 -0.1 0.1 -0.18
C 8.994 -1.705 1.576 0.0 0.0 0.0 -0.81
C 7.817 -1.124 1.132 -0.4 0.2 -0.1 -0.14
H 5.581 -3.298 2.001 0.0 -0.1 0.0 0.35
H 7.586 -4.483 2.868 0.0 0.0 0.0 0.38
H 9.821 -3.417 2.574 0.0 0.0 0.0 0.39
H 9.941 -1.205 1.429 0.0 0.0 0.0 0.37
H 7.823 -0.161 0.632 0.1 0.0 0.0 0.45
N -3.215 0.387 5.035 -0.1 0.0 0.1 -0.43
C -4.126 -0.558 4.796 0.1 0.1 -0.1 -0.18
C -5.217 -0.804 5.615 0.0 0.0 0.0 -0.08
C -5.370 -0.028 6.752 -0.1 0.0 0.1 -0.59
C -4.435 0.957 7.021 0.0 0.0 0.0 -0.27
C -3.383 1.124 6.134 0.1 0.0 -0.1 -0.34
H -3.962 -1.143 3.896 -0.1 -0.1 0.0 0.43
H -5.926 -1.583 5.370 0.0 0.0 0.1 0.37
H -6.208 -0.189 7.419 0.0 0.0 0.0 0.39
H -4.519 1.584 7.899 0.0 0.0 0.0 0.37
H -2.628 1.885 6.303 0.0 0.0 0.1 0.34
```
Positions in Å, forces in eV/Å.

Output
- Net charge: +1
- HOMO-LUMO gap: 7.911 eV
- Energy: -129255.2508 eV